[1]
# C7H12NOS

A cluster of 2 separate species, C7H12NOS in total at a distorted geometry (wB97M-V/def2-TZVPD, the OMol25 dataset).

Cartesian coordinates (Å):
C 2.79 -0.11 1.19
C 3.05 1.24 0.64
C 2.27 -0.90 0.23
C 2.78 1.41 -0.69
C -1.22 1.91 0.57
C 0.04 1.31 1.09
C -1.08 0.39 0.57
N -0.92 -0.41 -0.79
O -1.74 -0.38 1.37
S 2.21 -0.15 -1.39
H 2.86 -0.46 2.24
H 3.64 2.00 1.18
H 1.97 -1.96 0.24
H -1.81 2.40 1.34
H -1.03 2.60 -0.24
H 3.00 2.19 -1.35
H 0.29 1.19 2.10
H 0.96 1.34 0.49
H 0.16 -0.20 -1.20
H -1.40 0.05 -1.55
H -1.18 -1.38 -0.57
H -2.51 -0.06 1.84

Its total charge is +1. For the calculated total energy, the calculation gives -801.76716 hartree. As for the spin multiplicity: 1.


[2]
# C7H12NP

The molecule C7H12NP at a distorted geometry (wB97M-V/def2-TZVPD, the OMol25 dataset).

Cartesian coordinates (Å):
C -1.98 1.83 2.47
C -2.34 1.14 1.10
P -0.86 0.19 0.33
C 0.58 -0.70 -0.61
C 1.62 0.12 -1.07
C 2.70 -0.46 -1.82
C 2.55 -1.87 -1.99
C 1.45 -2.53 -1.42
N 0.41 -2.03 -0.71
H -2.46 2.83 2.52
H -2.35 1.19 3.30
H -0.88 1.98 2.51
H -3.24 0.50 1.13
H -2.56 1.97 0.38
H -1.75 -0.82 -0.16
H -0.25 -0.05 1.60
H -0.50 1.40 -0.35
H 1.61 1.21 -0.87
H 3.53 0.16 -2.21
H 3.30 -2.44 -2.57
H 1.42 -3.63 -1.57

For the calculated total energy, the calculation gives -669.91680 hartree. The SMILES is CC[PH3]c1ccccn1. As for the spin multiplicity: 1.


[3]
# C7H12NS2

The ion C7H12NS2 with charge +1 at a distorted geometry (wB97M-V/def2-TZVPD, the OMol25 dataset).

Cartesian coordinates (Å):
C 2.47 0.59 0.52
C 1.15 0.64 0.32
C 0.11 1.68 0.58
C -1.23 0.92 0.67
C 1.47 -1.71 0.23
C -0.91 -0.54 0.88
C 0.20 -0.63 -1.52
N 0.56 -0.62 -0.11
S 3.17 -0.98 0.28
S -2.07 -1.78 0.45
H 3.09 1.41 0.80
H 0.34 2.19 1.52
H 0.08 2.43 -0.20
H -1.84 1.29 1.50
H -1.80 1.05 -0.25
H 1.25 -2.12 1.22
H 1.43 -2.51 -0.51
H -0.49 -0.76 1.86
H -0.46 -1.46 -1.73
H -0.28 0.31 -1.80
H 1.11 -0.73 -2.13
H -2.77 -1.05 -0.43

Its total charge is +1. For the calculated total energy, the calculation gives -1124.77851 hartree. The SMILES is C[N@@+]12CSC=C1CC[C@H]2S. As for the spin multiplicity: 1.


[4]
# C7H12O

The molecule C7H12O at a distorted geometry (wB97M-V/def2-TZVPD, the OMol25 dataset).

Cartesian coordinates (Å):
O 0.86 1.50 -2.91
C 1.12 0.34 -2.67
C 0.11 -0.69 -2.32
C -0.52 -0.56 -0.98
C -0.66 0.82 -0.34
C 0.20 -0.11 3.31
C -0.20 -0.24 1.88
C -0.06 0.70 0.97
H 2.18 0.10 -2.58
H -0.69 -0.55 -3.04
H 0.38 -1.75 -2.59
H -0.06 -1.34 -0.22
H -1.63 -0.94 -1.08
H -1.72 1.04 -0.18
H -0.12 1.52 -0.98
H -0.76 -0.16 3.84
H 0.86 -0.97 3.71
H 0.81 0.87 3.24
H -0.80 -1.15 1.68
H 0.70 1.57 1.26

For the calculated total energy, the calculation gives -349.06379 hartree. The SMILES is C/C=C/CCCC=O. As for the spin multiplicity: 1.


[5]
# C7H12O

A cluster of 2 separate species, C7H12O in total at a distorted geometry (wB97M-V/def2-TZVPD, the OMol25 dataset).

Cartesian coordinates (Å):
C 0.73 1.51 -0.06
C 0.19 1.87 1.10
C 0.25 -0.94 -0.21
C 0.58 0.23 -0.78
C 0.56 0.34 -2.28
C 1.37 -1.36 1.94
C 0.26 -1.29 1.23
H 1.30 2.26 -0.62
H -0.38 1.20 1.73
H 0.25 2.90 1.42
H -0.10 -1.76 -0.82
H -0.12 1.13 -2.63
H 1.57 0.51 -2.63
H 0.17 -0.57 -2.74
H 2.33 -1.15 1.49
H 1.40 -1.60 2.99
H -0.70 -1.62 1.61
H -3.10 -0.99 -0.91
H -3.40 0.12 0.12
O -3.16 -0.81 0.04

For the calculated total energy, the calculation gives -349.08374 hartree. The SMILES is C=C/C=C(/C)C=C.O. As for the spin multiplicity: 1.


[6]
# C7H12O

The molecule C7H12O at a distorted geometry (wB97M-V/def2-TZVPD, the OMol25 dataset).

Cartesian coordinates (Å):
C -0.63 -1.77 1.17
O -1.20 -2.83 0.33
C 0.58 -1.10 0.66
C 0.57 -0.53 -0.83
C 0.58 0.97 -0.74
C 1.66 1.71 -0.51
C -1.31 2.18 0.18
C -0.79 1.57 -0.89
H -1.53 -1.17 1.25
H -0.41 -2.28 2.11
H -0.58 -3.14 -0.32
H 0.83 -0.19 1.23
H 1.46 -1.75 0.78
H 1.37 -0.94 -1.44
H -0.36 -0.93 -1.26
H 2.56 1.08 -0.46
H 1.64 2.77 -0.66
H -2.32 2.59 0.10
H -0.95 2.22 1.20
H -1.17 1.56 -1.90

For the calculated total energy, the calculation gives -349.07402 hartree. The SMILES is C=CC(=C)CCCO. As for the spin multiplicity: 1.


[7]
# C7H12O

A cluster of 2 separate species, C7H12O in total at a distorted geometry (wB97M-V/def2-TZVPD, the OMol25 dataset).

Cartesian coordinates (Å):
C -0.79 0.34 1.51
C 0.25 0.95 2.09
C -0.77 -0.33 -0.84
C -0.65 -0.69 0.44
C -0.23 -2.06 0.83
C -0.15 1.70 -2.07
C -0.99 1.06 -1.29
H -1.79 0.64 1.79
H 1.23 0.73 1.69
H 0.03 1.64 2.89
H -0.70 -1.13 -1.59
H 0.63 -2.07 1.51
H -0.96 -2.65 1.40
H 0.03 -2.66 -0.05
H 0.73 1.25 -2.53
H -0.16 2.75 -2.34
H -1.89 1.51 -0.88
H 1.65 -0.70 -1.16
H 2.30 -0.81 0.26
O 2.43 -0.54 -0.64

For the calculated total energy, the calculation gives -349.07731 hartree. The SMILES is C=C/C=C(/C)C=C.O. As for the spin multiplicity: 1.


[8]
# C7H12O

A cluster of 2 separate species, C7H12O in total at a distorted geometry (wB97M-V/def2-TZVPD, the OMol25 dataset).

Cartesian coordinates (Å):
C 0.12 -1.52 -1.92
C 0.48 -0.93 -0.54
C 1.71 -0.91 -0.04
C -1.09 -0.97 1.40
C -0.66 -0.46 0.24
C -1.37 0.76 -0.23
C -0.92 1.65 -1.11
H -0.02 -2.59 -1.75
H 0.85 -1.35 -2.70
H -0.85 -1.09 -2.17
H 1.81 -0.33 0.87
H 2.56 -1.38 -0.52
H -1.90 -0.55 1.98
H -0.63 -1.86 1.82
H -2.25 1.02 0.34
H -1.43 2.55 -1.41
H 0.06 1.50 -1.56
H 0.88 2.29 2.59
H 0.70 1.92 1.09
O 1.30 1.80 1.86

For the calculated total energy, the calculation gives -349.08777 hartree. The SMILES is C=CC(=C)C(=C)C.O. As for the spin multiplicity: 1.


Q: Which of these has the lowest calculated total energy?
A: C7H12NS2